[1]
{
  "formula": "C3H5FO",
  "method": "ωB97M-V with the def2-TZVPD basis set",
  "e_above_lowest_kcal_mol": 16.3,
  "total_charge": 0,
  "e_lumo_ev": 1.0,
  "orbital_gap_ha": 0.397,
  "species": ["C", "C", "F", "C", "O", "H", "H", "H", "H", "H"],
  "coordinates": [[1.017, -0.061, 1.313], [0.565, -0.206, 0.044], [1.378, -0.360, -0.990], [-0.911, -0.112, -0.352], [-1.082, 0.908, -1.312], [2.023, -0.131, 1.557], [0.273, 0.260, 2.004], [-1.243, -1.125, -0.784], [-1.584, 0.089, 0.503], [-0.435, 0.739, -1.982]],
  "forces_ev_per_a": [[-1.9, 0.0, -2.9], [-1.1, 0.7, 2.9], [0.4, -0.4, -0.7], [0.2, -1.4, -0.4], [-0.7, 0.1, 0.6], [1.6, -0.1, 0.5], [-0.2, -0.2, 0.7], [0.5, 1.2, 0.5], [0.7, 0.0, -0.4], [0.5, 0.0, -0.8]],
  "lowdin_charge": [0.10, -0.35, 0.07, -0.21, -0.05, 0.04, 0.06, 0.14, 0.13, 0.07]
}



[2]
{
  "formula": "C3H8OS",
  "method": "ωB97M-V with the def2-TZVPD basis set",
  "e_above_lowest_kcal_mol": 105.0,
  "total_charge": 0,
  "e_lumo_ev": 0.2,
  "orbital_gap_ha": 0.327,
  "species": ["C", "C", "C", "H", "H", "H", "H", "H", "H", "H", "H", "O", "S"],
  "coordinates": [[-1.176, -0.445, -0.716], [-0.416, 0.079, 0.464], [1.015, -0.480, 0.848], [-1.147, -1.622, -0.671], [-0.412, -0.217, -1.475], [-2.253, -0.203, -1.066], [-1.255, 0.047, 1.351], [-0.259, 1.209, -0.905], [1.350, -0.164, 1.761], [1.159, -1.661, 0.961], [1.381, 1.869, -0.370], [-0.188, 1.466, 0.242], [2.201, 0.120, -0.425]],
  "forces_ev_per_a": [[0.3, -3.7, -1.3], [-2.5, 0.3, 4.6], [-0.8, -3.1, -2.9], [-0.1, 2.1, -0.1], [-0.5, -0.4, -1.1], [2.0, 0.4, 1.3], [2.6, -0.1, -1.3], [0.5, 2.7, 4.3], [0.3, 1.4, 2.4], [-0.7, 2.4, -0.8], [1.7, -3.8, 0.3], [-1.6, -0.6, -5.6], [-1.1, 2.5, 0.1]],
  "lowdin_charge": [-0.11, -0.58, -0.53, 0.13, 0.05, 0.12, 0.18, 0.17, 0.01, 0.12, 0.18, -0.25, 0.52]
}



[3]
{
  "formula": "CH2BF3",
  "method": "ωB97M-V with the def2-TZVPD basis set",
  "e_above_lowest_kcal_mol": 46.3,
  "total_charge": 0,
  "e_lumo_ev": -0.3,
  "orbital_gap_ha": 0.398,
  "species": ["B", "C", "F", "F", "F", "H", "H"],
  "coordinates": [[0.022, -0.809, 0.116], [-0.007, 0.803, 0.265], [0.980, 1.581, -0.078], [0.081, -0.279, -1.211], [-1.145, 1.390, 0.131], [-1.055, -1.264, 0.301], [1.125, -1.421, 0.475]],
  "forces_ev_per_a": [[1.9, -1.4, 1.6], [0.2, 0.2, -0.8], [-0.9, 0.0, 0.9], [0.0, 0.0, -1.9], [0.6, 0.6, 0.3], [-0.1, -0.2, 0.4], [-1.8, 1.0, -0.4]],
  "lowdin_charge": [-0.38, -0.20, 0.19, 0.03, 0.21, 0.05, 0.08]
}



[4]
{
  "formula": "C6H11NS",
  "method": "ωB97M-V with the def2-TZVPD basis set",
  "e_above_lowest_kcal_mol": 76.6,
  "total_charge": 0,
  "e_lumo_ev": 0.9,
  "orbital_gap_ha": 0.347,
  "species": ["C", "N", "C", "C", "C", "C", "S", "C", "H", "H", "H", "H", "H", "H", "H", "H", "H", "H", "H"],
  "coordinates": [[-2.293, 2.058, 0.194], [-2.162, 0.726, -0.385], [-1.060, 0.174, -0.273], [-0.239, -0.975, -0.664], [-0.654, -2.358, -0.250], [0.297, 0.222, 0.432], [1.555, 1.342, -0.188], [3.003, 0.281, 0.069], [-3.050, 1.999, 0.937], [-2.352, 2.727, -0.531], [-1.471, 2.363, 0.870], [0.179, -0.738, -1.546], [-1.009, -2.924, -1.034], [-1.328, -2.233, 0.606], [0.183, -2.872, 0.000], [0.524, 0.014, 1.390], [3.532, 0.417, 0.969], [3.807, 0.567, -0.657], [2.539, -0.789, 0.061]],
  "forces_ev_per_a": [[1.6, -3.3, 4.2], [0.0, 0.6, -0.5], [1.7, -0.5, 1.1], [-1.7, 1.6, 4.0], [-0.5, 2.8, 1.1], [-1.1, 0.0, -5.2], [-0.1, 0.0, -0.1], [-0.6, -1.3, -1.3], [-1.6, 0.4, -0.1], [-1.0, 3.1, -3.1], [0.5, -0.3, -0.6], [1.8, 0.1, -3.2], [-1.6, -0.9, -1.8], [0.0, -0.6, -0.4], [2.6, -1.7, 1.4], [-0.2, -1.1, 3.3], [0.0, 0.3, 1.7], [-1.0, -0.9, -0.1], [1.5, 1.7, -0.5]],
  "lowdin_charge": [-0.09, 0.07, -0.35, -0.18, -0.03, -0.42, 0.80, -0.41, 0.07, 0.03, 0.09, 0.08, 0.06, 0.10, 0.04, 0.04, 0.00, 0.04, 0.07]
}



[5]
{
  "formula": "C4H3NO2",
  "method": "ωB97M-V with the def2-TZVPD basis set",
  "e_above_lowest_kcal_mol": 128.8,
  "total_charge": 0,
  "e_lumo_ev": -0.6,
  "orbital_gap_ha": 0.321,
  "species": ["C", "C", "C", "C", "O", "N", "O", "H", "H", "H"],
  "coordinates": [[-2.466, -0.668, -0.136], [-1.380, -0.146, 0.320], [-0.036, 0.012, 0.203], [0.618, 1.360, 0.153], [-0.093, 2.297, -0.116], [0.673, -1.106, 0.070], [1.996, -0.696, -0.059], [-3.480, -0.962, -0.318], [1.737, 1.544, 0.192], [2.432, -1.635, -0.310]],
  "forces_ev_per_a": [[5.0, 3.0, 2.9], [-8.6, -3.4, -3.2], [4.4, -2.1, 0.4], [0.3, 1.2, -0.9], [0.0, 0.2, 0.3], [-0.8, 3.1, 0.3], [1.9, -4.7, -1.1], [0.2, 0.0, 0.0], [-1.1, -0.8, 0.3], [-1.1, 3.4, 0.9]],
  "lowdin_charge": [0.19, -0.06, -0.32, -0.19, 0.07, 0.08, -0.13, 0.03, 0.14, 0.18]
}